Entry from OMol25: 9 unconnected molecules or ions with the total composition C23H56Br8O15S5 in a non-equilibrium geometry (ωB97M-V/def2-TZVPD).

The value obtained for the HOMO energy is -10.314 eV. For the orbital gap, the calculation gives 10.321 eV. The value obtained for the LUMO energy is 0.01 eV. Its SMILES is CCOS(C)(=O)=O.CCOS(C)(=O)=O.CCOS(C)(=O)=O.CCOS(C)(=O)=O.CCOS(C)(=O)=O.BrCCBr.BrCCBr.BrCCBr.BrCCBr.

Positions of all 107 atoms, in Å:
C: -12.667120 9.059420 20.350550
C: -11.647950 10.145800 19.866000
O: -10.671690 10.046820 20.865850
S: -9.309130 11.057710 20.908920
C: -8.370690 10.179610 19.566170
O: -9.695420 12.425340 20.457370
O: -8.656000 10.760160 22.182950
H: -12.750510 9.247890 21.420900
H: -12.259580 8.075370 20.118920
H: -13.648540 9.251610 19.916980
H: -11.261790 9.979760 18.860310
H: -12.224390 11.061880 19.994890
H: -8.232860 10.756890 18.651920
H: -9.074060 9.396790 19.282320
H: -7.418730 9.808700 19.946050
C: -10.606230 22.549000 27.622230
C: -9.451390 22.180320 26.714760
O: -8.311940 22.748510 27.319350
S: -6.839010 22.430330 26.632730
C: -6.492470 20.724430 27.330590
O: -7.026490 22.268150 25.234840
O: -5.825570 23.395070 27.149420
H: -10.582910 23.635560 27.705600
H: -10.495500 22.073410 28.596740
H: -11.550050 22.211940 27.193600
H: -9.278050 21.104430 26.737310
H: -9.580240 22.509330 25.683620
H: -5.426870 20.553950 27.177150
H: -7.120400 19.893330 27.009540
H: -6.704670 20.955840 28.374390
C: -18.897880 23.041290 21.323790
C: -18.122000 23.020650 22.578730
O: -18.191180 21.809410 23.204470
S: -16.813350 20.921270 23.546600
C: -16.485350 20.426910 21.801240
O: -15.707450 21.722810 24.020760
O: -17.235380 19.758770 24.324610
H: -19.937760 22.724760 21.404820
H: -18.465490 22.373280 20.578880
H: -18.977040 24.063920 20.954930
H: -17.103680 23.394100 22.470790
H: -18.464680 23.661090 23.391450
H: -16.313040 21.376080 21.293820
H: -17.428240 20.050910 21.404150
H: -15.694830 19.676570 21.788080
C: -15.812390 9.651550 26.117460
C: -15.939850 8.509930 27.166870
O: -16.187890 7.260940 26.514380
S: -17.657590 7.003070 25.783710
C: -17.962330 5.391000 26.514380
O: -18.632550 7.930910 26.377160
O: -17.447080 6.773540 24.358010
H: -16.656650 9.974350 25.508270
H: -15.143210 9.223960 25.370820
H: -15.299300 10.471170 26.620520
H: -14.964880 8.441320 27.649390
H: -16.641100 8.915900 27.895930
H: -17.744810 5.337480 27.581120
H: -17.325340 4.633000 26.058560
H: -19.020940 5.147300 26.424540
C: -11.628870 17.767260 17.654190
C: -10.339570 17.247850 16.968260
O: -10.459570 16.427930 15.845350
S: -9.086720 15.827730 15.135570
C: -8.483070 17.334200 14.295740
O: -8.038440 15.394710 16.048540
O: -9.474360 14.892410 14.116280
H: -12.198590 16.891580 17.965160
H: -12.258040 18.331310 16.965650
H: -11.299090 18.305540 18.542790
H: -9.810590 18.099990 16.541500
H: -9.718360 16.810650 17.749960
H: -7.595620 17.060860 13.724940
H: -8.285740 18.121590 15.023190
H: -9.282580 17.651780 13.626390
Br: -6.808390 14.387100 27.278710
C: -7.983240 12.826440 26.979970
C: -9.007500 12.899870 28.166350
Br: -10.493450 11.633820 28.025130
H: -7.308220 11.971660 26.937350
H: -8.535330 12.920530 26.044860
H: -9.491640 13.876070 28.193790
H: -8.501540 12.778350 29.124130
Br: -14.408280 15.272690 22.466620
C: -13.341630 15.409210 24.196260
C: -11.971670 16.235990 24.024430
Br: -11.132220 16.852600 25.736660
H: -13.242550 14.375640 24.527940
H: -13.996870 15.915730 24.904900
H: -12.217280 17.128430 23.448810
H: -11.307410 15.670200 23.371170
Br: -15.554930 13.525930 30.790350
C: -15.761090 15.265540 29.976630
C: -14.402120 15.802350 29.641030
Br: -14.650750 17.623710 28.946470
H: -16.223450 15.992460 30.644400
H: -16.377670 15.132050 29.087750
H: -14.076610 15.168320 28.816320
H: -13.765470 15.768640 30.525130
Br: -5.294210 15.472170 21.243550
C: -6.750940 16.882250 21.134860
C: -6.474240 18.142890 21.920280
Br: -8.110890 19.222580 21.782660
H: -7.633050 16.423330 21.581380
H: -6.870630 17.009120 20.058900
H: -5.648670 18.774060 21.591400
H: -6.246860 17.932410 22.965310

Cartesian forces (eV/Å) of the 2 atoms listed first:
0.8 0.9 -0.7
-2.2 -0.6 0.8

Löwdin atomic charge list, values in e, 4 entries: C -0.052; C -0.289; O -0.314; S 0.730


Entry from OMol25: a molecular structure, C23H59N15O11S3 in a non-equilibrium geometry (ωB97M-V/def2-TZVPD).

The value obtained for the HOMO energy is -8.283 eV. For the orbital gap, the calculation gives 7.547 eV. The value obtained for the LUMO energy is -0.74 eV.

Positions of all 111 atoms, in Å:
C: -4.704576 -1.270267 2.607979
C: -3.671526 -2.422591 2.340312
C: -4.259241 -3.447188 1.305168
C: -3.426756 -4.786825 1.189014
C: -4.124903 -5.527249 -0.008957
C: -3.318364 -6.724703 -0.626331
C: -3.807229 -6.862485 -2.134083
O: -3.606147 -5.670255 2.346260
S: -2.181496 -6.509522 2.600680
O: -2.556555 -7.912195 2.355807
O: -1.543437 -6.343168 3.921465
O: -1.193567 -5.841698 1.419796
C: -1.893713 -4.584572 1.170065
C: -1.265183 -3.639837 0.081119
C: 0.136220 -3.088797 0.570437
C: 0.255687 -1.539656 0.486312
S: 0.460026 -0.889585 -1.229425
C: 2.014286 0.077722 -1.329860
S: 3.421002 -0.742476 -1.676933
N: 2.123017 1.495710 -1.122563
C: 1.135273 2.269200 -1.900704
C: 0.848263 1.681626 -3.328854
C: 2.152437 1.847898 0.309109
C: 1.970364 3.365605 0.613242
H: -4.169734 -0.327983 2.840187
H: -5.262466 -1.087633 1.662335
H: -5.412255 -1.591439 3.396570
H: -3.331088 -2.963224 3.248669
H: -2.778757 -1.961447 1.846256
H: -5.339724 -3.668222 1.461113
H: -4.158972 -2.974133 0.297152
H: -4.333689 -4.814674 -0.839414
H: -5.074052 -5.948023 0.399932
H: -3.600915 -7.688470 -0.146137
H: -2.224428 -6.569140 -0.682985
H: -3.477769 -7.816680 -2.610668
H: -3.293309 -6.032734 -2.687780
H: -4.896631 -6.662331 -2.244343
H: -1.621844 -4.019293 2.102880
H: -1.940046 -2.754324 0.022706
H: -1.204639 -4.120134 -0.916557
H: 0.901011 -3.625666 -0.038457
H: 0.326647 -3.390471 1.630342
H: 1.160270 -1.250590 1.072734
H: -0.625789 -1.015999 0.927844
H: 1.569908 3.285248 -2.067529
H: 0.201054 2.450498 -1.310076
H: 1.694345 1.110775 -3.757127
H: -0.099957 1.106144 -3.266025
H: 0.641293 2.525334 -4.030693
H: 3.139068 1.551478 0.748433
H: 1.394692 1.258798 0.897437
H: 0.926449 3.696761 0.401087
H: 2.629052 3.995932 -0.036403
H: 2.218071 3.608505 1.667901
C: 6.492648 2.181198 -2.655137
O: 5.816015 2.905381 -3.378881
N: 5.966505 1.510613 -1.600689
N: 7.829148 1.992226 -2.851944
H: 6.499412 0.914727 -0.997155
H: 4.980572 1.624981 -1.427254
H: 8.252358 2.474603 -3.621779
H: 8.400023 1.406038 -2.273881
C: 1.234253 4.674236 4.654674
O: 1.812852 4.353571 3.614132
N: 0.002174 4.201821 4.973788
N: 1.780673 5.524228 5.559752
H: -0.489541 4.450133 5.809772
H: -0.432997 3.574708 4.322503
H: 2.700366 5.899422 5.353955
H: 1.324186 5.795586 6.409043
C: -1.187508 6.604656 2.180300
O: -1.874702 6.023792 3.009050
N: 0.147635 6.380781 2.045041
N: -1.708497 7.528086 1.320229
H: 0.723074 6.847840 1.370916
H: 0.573897 5.702696 2.662987
H: -2.690849 7.717653 1.391849
H: -1.168109 8.016770 0.632910
C: 6.079707 2.930926 -7.491026
O: 5.636687 3.049466 -8.625556
N: 5.284013 2.771059 -6.402176
N: 7.418182 2.950050 -7.224987
H: 5.631013 2.671848 -5.460320
H: 4.294237 2.752813 -6.560019
H: 8.038585 3.066489 -8.004224
H: 7.803224 2.855668 -6.305875
C: -1.722722 -10.622586 -3.215786
O: -2.387247 -9.644203 -3.522893
N: -0.464165 -10.830780 -3.693527
N: -2.185394 -11.584752 -2.370517
H: 0.098672 -11.624544 -3.455477
H: -0.092252 -10.140415 -4.319193
H: -3.109402 -11.462128 -1.999304
H: -1.658484 -12.394185 -2.104575
C: 4.606630 7.855450 4.069259
O: 4.158910 6.913617 4.707595
N: 5.887791 7.883917 3.614721
N: 3.858704 8.950090 3.761945
H: 6.276533 8.643515 3.089957
H: 6.465780 7.090714 3.824274
H: 2.907419 8.959872 4.082552
H: 4.203875 9.732809 3.240514
C: -7.111957 1.496389 0.889266
O: -6.513811 0.995379 1.829229
N: -7.294522 0.845201 -0.294610
N: -7.646564 2.748072 0.946109
H: -7.781387 1.237044 -1.077645
H: -6.914041 -0.079492 -0.372119
H: -7.530663 3.256442 1.803285
H: -8.140622 3.178955 0.188507

Cartesian forces (eV/Å) of the 2 atoms listed first:
0.7 -0.8 -0.5
-0.5 0.1 -0.7

Löwdin atomic charge list, values in e, 4 entries: C -0.106; C -0.228; C -0.124; C -0.408


Which value of HOMO does entry 1 give?
-10.314 eV


Look up the LUMO of the second one.
-0.74 eV


What is the LUMO in the first record?
0.01 eV